Entry 1:
C6H16N2 in the gas phase. Source: the OMol25 dataset; level of theory: the ωB97M-V functional and the def2-TZVPD basis.

Values from the calculation:
- SMILES: CCNCCN(C)C
- E_tot: -9459.4155 eV
- Frontier orbital gap: 9.477 eV
- Energy above the lowest of the compared OMol25 structures with the same formula, charge and spin: 61.32 kcal/mol
- E_HOMO: -0.3101 Eh
- Max |F|: 3.67 eV/Å

```
! wB97M-V def2-TZVPD RIJCOSX def2/J DEFGRID3
* xyz 0 1
C -0.91 3.24 1.03
C -0.02 2.43 0.05
N -0.97 1.51 -0.62
C -0.95 0.13 -0.02
C -0.27 -0.92 -0.96
N 0.26 -1.93 0.01
C 0.40 -3.27 -0.57
C 1.53 -1.39 0.59
H -1.18 4.15 0.51
H -1.89 2.80 1.10
H -0.43 3.41 1.99
H 0.64 3.00 -0.59
H 0.70 1.87 0.67
H -0.61 1.42 -1.55
H -2.03 -0.21 0.04
H -0.76 0.24 1.02
H 0.51 -0.42 -1.56
H -1.17 -1.35 -1.49
H 1.00 -3.19 -1.45
H -0.55 -3.80 -0.57
H 0.98 -3.88 0.14
H 2.13 -0.69 -0.16
H 1.45 -0.89 1.59
H 2.14 -2.25 0.80
*
```

***

Entry 2:
C6H16N2 in the gas phase. Source: the OMol25 dataset; level of theory: the ωB97M-V functional and the def2-TZVPD basis.

Values from the calculation:
- SMILES: CCC[C@H](N)CNC
- E_tot: -9460.8371 eV
- Frontier orbital gap: 9.849 eV
- Energy above the lowest of the compared OMol25 structures with the same formula, charge and spin: 28.53 kcal/mol
- E_HOMO: -0.3221 Eh
- Max |F|: 1.82 eV/Å

```
! wB97M-V def2-TZVPD RIJCOSX def2/J DEFGRID3
* xyz 0 1
C -0.53 2.76 -1.04
C -0.97 1.42 -1.67
C 0.09 0.31 -1.56
C -0.24 -0.82 -0.58
N -1.68 -1.12 -0.59
C 0.34 -0.59 0.84
N 1.28 -1.64 1.25
C 1.45 -1.68 2.70
H 0.04 2.54 -0.13
H -1.36 3.41 -0.79
H 0.18 3.24 -1.71
H -1.97 1.03 -1.50
H -1.02 1.63 -2.74
H 1.08 0.69 -1.28
H 0.23 -0.17 -2.52
H 0.17 -1.75 -0.96
H -1.84 -2.09 -0.34
H -2.20 -0.58 0.10
H 0.79 0.42 0.83
H -0.49 -0.56 1.55
H 2.17 -1.38 0.85
H 0.54 -1.40 3.22
H 1.74 -2.69 3.00
H 2.20 -0.96 3.06
*
```

***

Entry 3:
C6H16N2 in the gas phase. Source: the OMol25 dataset; level of theory: the ωB97M-V functional and the def2-TZVPD basis.

Values from the calculation:
- SMILES: CCC[C@@H](CN)NC
- E_tot: -9460.6024 eV
- Frontier orbital gap: 10.077 eV
- Energy above the lowest of the compared OMol25 structures with the same formula, charge and spin: 33.94 kcal/mol
- E_HOMO: -0.3302 Eh
- Max |F|: 2.00 eV/Å

```
! wB97M-V def2-TZVPD RIJCOSX def2/J DEFGRID3
* xyz 0 1
C -1.78 -2.31 0.31
C -1.74 -0.80 0.27
C -0.40 -0.21 0.84
C 0.29 0.86 0.02
C 1.07 1.86 0.88
N 1.67 2.98 0.17
N 1.26 0.40 -1.04
C 0.96 -0.89 -1.59
H -2.76 -2.67 0.01
H -1.59 -2.78 1.28
H -1.10 -2.76 -0.40
H -2.15 -0.55 -0.71
H -2.36 -0.34 1.02
H 0.33 -0.98 1.13
H -0.63 0.15 1.84
H -0.41 1.48 -0.56
H 1.73 1.32 1.58
H 0.34 2.23 1.62
H 0.97 3.70 0.10
H 1.86 2.65 -0.77
H 2.14 0.42 -0.55
H -0.06 -0.82 -2.00
H 0.88 -1.77 -0.95
H 1.48 -1.18 -2.50
*
```

***

Entry 4:
An isolated ion of composition C6H16N2 and charge +1. Source: the OMol25 dataset; level of theory: the ωB97M-V functional and the def2-TZVPD basis.

Values from the calculation:
- E_tot: -9451.7854 eV
- Frontier orbital gap (spin up / spin down): 10.542 / 5.006 eV
- Energy above the lowest of the compared OMol25 structures with the same formula, charge and spin: 43.71 kcal/mol
- E_HOMO (spin up / spin down): -0.4870 / -0.4700 Eh
- <S²>: 0.756
- Max |F|: 3.56 eV/Å

```
! wB97M-V def2-TZVPD RIJCOSX def2/J DEFGRID3
* xyz 1 2
C 0.86 2.34 -0.06
C 0.69 2.23 -1.61
C 1.52 1.12 0.64
N 0.69 0.37 1.66
C -0.09 -0.83 1.24
C -0.60 -0.72 -0.21
N -0.72 -2.11 -0.68
C -2.13 -2.53 -0.70
H -0.09 2.63 0.35
H 1.53 3.19 0.19
H -0.35 2.24 -1.85
H 1.16 3.15 -1.98
H 1.31 1.39 -1.96
H 2.41 1.49 1.16
H 2.13 0.59 -0.10
H 0.13 1.11 2.09
H -0.91 -0.98 1.92
H 0.65 -1.62 1.23
H 0.14 -0.25 -0.89
H -1.45 -0.04 -0.35
H -0.23 -2.32 -1.55
H -2.36 -3.30 -1.42
H -2.79 -1.66 -0.73
H -2.40 -2.97 0.29
*
```

***

Entry 5:
A 2-piece molecular cluster, C6H16N2O overall. Source: the OMol25 dataset; level of theory: the ωB97M-V functional and the def2-TZVPD basis.

Values from the calculation:
- SMILES: C/C(=C/N)CCCN.O
- E_tot: -11507.6733 eV
- Frontier orbital gap: 9.401 eV
- Energy above the lowest of the compared OMol25 structures with the same formula, charge and spin: 54.92 kcal/mol
- E_HOMO: -0.3197 Eh
- Max |F|: 2.58 eV/Å

```
! wB97M-V def2-TZVPD RIJCOSX def2/J DEFGRID3
* xyz 0 1
C -1.73 0.08 1.34
C -0.23 0.05 1.34
C 0.45 1.14 1.66
N 1.79 1.54 1.43
C 0.47 -1.21 0.89
C 1.21 -1.13 -0.47
C 0.38 -1.13 -1.78
N -1.11 -1.18 -1.65
H -2.29 -0.85 1.21
H -2.03 0.61 0.42
H -2.10 0.78 2.10
H -0.15 1.94 2.09
H 1.94 2.01 0.54
H 2.50 0.83 1.52
H 1.31 -1.48 1.53
H -0.19 -2.07 0.80
H 1.92 -0.30 -0.52
H 1.86 -2.00 -0.58
H 0.52 -0.12 -2.15
H 0.57 -1.83 -2.58
H -1.42 -1.99 -1.11
H -1.39 -0.35 -1.14
O -0.94 2.55 -1.62
H -0.89 1.96 -2.37
H -0.45 2.16 -0.89
*
```

***

Entry 6:
A 2-piece molecular cluster, C6H16N2O2 overall. Source: the OMol25 dataset; level of theory: the ωB97M-V functional and the def2-TZVPD basis.

Values from the calculation:
- SMILES: CNC(=O)O.CC(C)CN
- E_tot: -13556.5205 eV
- Frontier orbital gap: 10.385 eV
- Energy above the lowest of the compared OMol25 structures with the same formula, charge and spin: 37.60 kcal/mol
- E_HOMO: -0.3528 Eh
- Max |F|: 3.22 eV/Å

```
! wB97M-V def2-TZVPD RIJCOSX def2/J DEFGRID3
* xyz 0 1
C 0.92 0.00 -2.82
N 0.67 1.15 -1.95
C 1.73 1.46 -1.00
O 2.52 0.72 -0.50
O 1.66 2.79 -0.97
H 1.71 0.25 -3.53
H 1.23 -0.88 -2.25
H 0.01 -0.25 -3.36
H -0.23 1.08 -1.47
H 0.81 2.72 -1.70
C -0.21 -1.32 2.75
C -0.87 -0.97 1.41
C -0.12 -1.64 0.26
C -0.92 0.56 1.26
N -1.55 0.97 -0.01
H -0.74 -0.86 3.59
H -0.21 -2.40 2.90
H 0.82 -0.98 2.77
H -1.90 -1.34 1.43
H 0.89 -1.25 0.19
H -0.62 -1.45 -0.69
H -0.07 -2.72 0.41
H -1.44 0.98 2.13
H 0.10 0.95 1.26
H -1.78 1.96 0.03
H -2.43 0.47 -0.13
*
```

***

Entry 7:
C6H16N3O6PtS as an isolated structure. Source: the OMol25 dataset; level of theory: the ωB97M-V functional and the def2-TZVPD basis.

Values from the calculation:
- E_tot: -37317.5511 eV
- Frontier orbital gap (spin up / spin down): 5.217 / 7.214 eV
- Energy above the lowest of the compared OMol25 structures with the same formula, charge and spin: 10.25 kcal/mol
- E_HOMO (spin up / spin down): -0.0915 / -0.1940 Eh
- <S²>: 2.007
- Max |F|: 4.28 eV/Å

```
! wB97M-V def2-TZVPD RIJCOSX def2/J DEFGRID3
* xyz -1 3
Pt -1.03 0.08 0.13
N -1.48 0.32 2.06
C -1.69 -0.98 2.85
C -1.65 -2.11 1.85
O -1.26 -3.25 1.98
O -2.12 -1.73 0.63
H -0.78 0.89 2.55
H -2.35 0.87 2.11
H -2.68 -0.86 3.32
H -0.94 -1.10 3.65
N -1.02 -0.25 -1.93
C 0.19 0.06 -2.79
C 1.48 -0.16 -2.03
C 1.58 -1.21 -0.92
C 2.12 -0.88 0.53
N 2.19 0.48 0.89
H -1.43 -1.18 -2.18
H -1.70 0.47 -2.15
H 0.14 1.12 -3.02
H 0.16 -0.49 -3.73
H 1.83 0.83 -1.67
H 2.24 -0.40 -2.80
H 2.26 -2.00 -1.22
H 0.63 -1.73 -0.75
H 3.19 -1.23 0.54
H 1.58 -1.46 1.34
H 1.50 1.14 0.56
H 2.61 0.66 1.78
O 0.10 1.52 -0.47
S -0.78 2.96 -0.27
O 0.29 3.95 -0.49
O -1.46 2.94 1.06
O -1.73 2.73 -1.41
*
```

***

Entry 8:
C6H16N4 as an isolated structure. Source: the OMol25 dataset; level of theory: the ωB97M-V functional and the def2-TZVPD basis.

Values from the calculation:
- E_tot: -12438.5639 eV
- Frontier orbital gap: 8.139 eV
- Energy above the lowest of the compared OMol25 structures with the same formula, charge and spin: 64.17 kcal/mol
- E_HOMO: -0.2744 Eh
- Max |F|: 1.50 eV/Å

```
! wB97M-V def2-TZVPD RIJCOSX def2/J DEFGRID3
* xyz 0 1
C 0.31 1.53 -1.46
C -0.72 -0.64 -1.75
C 1.25 -1.83 0.38
N -0.04 0.27 -0.84
C 1.38 -0.33 0.23
N 2.53 0.22 -0.01
H 3.18 -0.42 -0.46
H 1.39 1.71 -1.38
H -0.18 2.36 -0.94
H 0.03 1.56 -2.52
H -0.09 -0.87 -2.62
H -1.64 -0.20 -2.13
H -0.99 -1.57 -1.26
H 1.91 -2.17 1.18
H 0.23 -2.16 0.58
H 1.58 -2.32 -0.54
C -1.89 -0.29 1.17
C -0.84 0.79 1.01
N 0.56 0.42 1.45
N -1.07 2.04 1.23
H 1.09 1.29 1.51
H 0.59 -0.01 2.37
H -2.06 2.25 1.17
H -2.29 -0.27 2.18
H -2.71 -0.08 0.48
H -1.53 -1.29 0.96
*
```

***

Number 8 is which compound?
C6H16N4

***

Look up the E_tot of the third one.
-9460.6024 eV

***

Which formula does entry 2 have?
C6H16N2